1.
DFT (wB97M-V/def2-TZVPD) results for a molecular structure, C18H45F4Li2N2O20P3S4.

```
98
Properties=species:S:1:pos:R:3:forces:R:3:lowdin_spin:R:1
Li -1.24437 0.19484 4.65932 -0.333 -0.409 0.388 0.126
Li -1.75314 2.68825 3.04765 0.206 0.734 -0.746 0.129
N -1.69515 -1.13029 6.19431 -2.006 4.596 4.006 0.003
S -2.89616 -0.85626 7.45007 -3.391 3.915 1.207 0.005
O -2.44850 -1.17383 8.76257 0.575 -0.716 -0.474 0.000
O -4.36439 -0.96195 7.19459 4.250 -0.602 -0.096 0.001
F -2.74679 0.74477 7.43146 0.498 -0.283 -0.398 0.005
S -2.26498 -2.45743 5.82243 -1.700 -7.569 -4.761 0.004
O -3.45443 -2.51725 4.99683 1.251 0.414 1.484 0.002
O -2.03608 -3.53155 6.74826 -0.634 0.645 0.679 0.001
F -1.12669 -2.71823 4.79246 1.428 -0.387 -1.654 0.001
N -2.20306 0.86790 3.10624 4.440 -0.636 -2.046 0.145
S -2.05006 0.20886 1.51180 -1.632 -1.480 -1.765 0.148
O -2.77053 0.85866 0.41437 1.908 0.260 0.416 0.088
O -1.94078 -1.22988 1.42967 0.828 0.573 0.433 0.046
F -0.53522 0.67412 1.34539 0.532 0.357 -0.051 0.007
S -3.73661 0.62043 2.98006 -4.078 -2.361 1.173 0.121
O -4.30479 -0.71518 2.98400 0.407 1.424 0.078 0.085
O -4.38371 1.70536 2.32993 -0.990 1.250 -0.051 0.034
F -3.82099 1.00755 4.52917 -1.116 0.347 1.400 0.015
C -1.12267 -4.39542 -0.64274 0.677 -1.056 0.197 0.000
C -2.37019 -3.57665 -0.62114 0.593 0.816 0.365 0.001
O -3.30609 -3.94494 -1.64863 -0.328 -0.362 -1.590 0.000
P -3.14657 -3.42338 -3.16080 1.132 0.758 -0.245 0.000
O -1.76390 -2.94149 -3.53993 -2.461 -1.111 0.592 0.000
O -3.81057 -4.61285 -4.03416 0.061 0.742 2.728 0.000
C -3.72800 -4.65715 -5.41262 1.228 -0.558 -1.500 0.000
C -2.45114 -5.42215 -5.80254 0.592 -0.101 -0.657 0.000
O -4.28969 -2.29598 -3.34502 0.868 -0.990 -0.247 0.000
C -4.29674 -1.23431 -2.41948 -0.756 1.167 1.987 0.000
C -5.22730 -1.46861 -1.24113 -1.256 0.675 0.469 0.000
H -1.23161 -5.41648 -0.27711 -0.640 -0.389 -0.655 0.000
H -0.70666 -4.35131 -1.64926 0.254 -0.226 0.133 0.000
H -0.37709 -4.10363 0.09690 -0.014 1.014 -0.144 0.000
H -2.87738 -3.65698 0.34032 -0.212 0.196 -0.256 0.000
H -2.05727 -2.54958 -0.80903 -0.298 0.123 0.345 0.001
H -4.58139 -5.19220 -5.82921 -0.193 -0.159 0.408 0.000
H -3.80509 -3.65709 -5.83929 0.424 0.128 -0.094 0.000
H -2.33977 -5.50681 -6.88353 -0.237 0.109 -0.198 0.000
H -1.49649 -5.02169 -5.46140 -0.328 0.766 0.224 0.000
H -2.38221 -6.44617 -5.43547 -0.769 -0.090 0.211 0.000
H -3.35260 -0.95201 -1.95364 0.616 -0.419 -0.582 0.001
H -4.65986 -0.31196 -2.87281 0.083 -0.280 -0.675 0.000
H -4.92427 -2.10014 -0.40600 0.267 -0.272 -0.459 0.000
H -5.45543 -0.51076 -0.77359 0.659 0.390 0.152 0.000
H -6.25049 -1.69413 -1.54165 0.068 -0.789 -0.380 0.000
C -0.20066 8.37686 1.28206 1.570 -0.523 -1.280 0.000
C 0.53330 7.18300 0.57793 -0.510 0.988 0.445 0.000
O 0.10554 6.03203 1.31297 -0.783 -1.847 -0.258 0.002
P -0.22879 4.64516 0.59292 -0.228 -0.200 -1.898 0.001
O -0.70139 3.51318 1.43960 0.369 1.488 0.162 0.016
O -1.25848 5.12304 -0.57400 1.284 -1.097 0.902 0.001
C -1.65061 4.18334 -1.61793 -0.472 -0.567 -1.229 0.002
C -0.78480 4.27673 -2.92375 -0.796 1.262 1.046 0.000
O 1.09185 4.29130 -0.28596 -0.686 0.100 1.358 0.000
C 2.18376 3.52491 0.33027 -0.143 0.578 0.219 0.000
C 2.79478 4.20459 1.61817 -0.937 -0.618 -1.406 0.001
H 0.23346 8.46632 2.27786 -0.458 0.206 0.038 0.000
H 0.01980 9.25776 0.67914 0.159 0.288 0.262 0.000
H -1.28631 8.28237 1.25868 0.179 -0.442 0.240 0.000
H 0.35754 7.17906 -0.49780 -0.762 -0.511 0.058 0.000
H 1.62221 7.15011 0.61390 0.094 0.665 0.541 0.000
H -1.84995 3.15586 -1.31354 0.880 -0.083 0.845 0.002
H -2.67602 4.47620 -1.84347 0.127 0.443 -0.298 0.000
H 0.29392 4.15581 -2.82456 -0.207 -0.334 0.340 0.000
H -1.17133 3.67119 -3.74351 -0.079 -0.242 0.335 0.000
H -0.95896 5.31557 -3.20407 0.313 0.148 -0.453 0.000
H 1.81666 2.51559 0.51634 -0.111 0.072 0.360 0.000
H 2.86060 3.43007 -0.51884 0.414 0.206 0.350 0.000
H 2.07369 4.18209 2.43525 0.037 -0.290 0.032 0.002
H 3.68897 3.64074 1.88392 0.022 0.215 0.130 0.000
H 2.99993 5.26123 1.44634 0.340 -0.115 -0.199 0.000
C 2.23104 -1.84474 1.49878 -0.752 -1.110 -1.137 0.001
C 2.71748 -2.40496 0.15324 0.119 1.214 0.171 0.000
O 3.93990 -1.65603 -0.18884 0.091 -0.175 -0.819 0.000
P 4.31556 -1.25632 -1.70604 -0.096 -2.086 -1.218 0.000
O 3.44325 -1.77496 -2.79326 0.435 1.136 1.493 0.000
O 5.79051 -1.96832 -1.84247 -1.015 1.912 0.212 0.000
C 5.82475 -3.37379 -1.84591 0.674 -1.612 0.311 0.000
C 6.59189 -3.86804 -0.63533 0.153 0.464 0.358 0.000
O 4.58738 0.32843 -1.69556 -0.283 -2.742 -0.235 0.000
C 5.38721 0.75580 -0.59729 0.364 1.933 -0.608 0.000
C 6.33122 1.80474 -1.20369 -0.665 -0.162 1.043 0.000
H 2.02747 -0.77994 1.38546 0.007 -0.106 0.304 0.000
H 1.30018 -2.39829 1.62203 -0.497 0.417 0.289 0.001
H 2.79678 -2.10627 2.39300 0.528 0.232 -0.370 0.000
H 2.83041 -3.48909 0.15248 0.797 0.021 0.210 0.000
H 2.03280 -2.22581 -0.67575 -0.373 0.230 0.314 0.000
H 4.86746 -3.89498 -1.83905 -0.423 0.603 -0.250 0.000
H 6.35717 -3.70766 -2.73651 -0.137 0.198 -0.235 0.000
H 6.09395 -3.52139 0.27020 -0.003 0.009 0.084 0.000
H 6.66561 -4.95390 -0.57560 -0.036 -0.009 -0.238 0.000
H 7.59287 -3.43687 -0.65038 0.099 -0.098 0.095 0.000
H 4.66878 1.26135 0.04798 0.324 -0.172 0.583 0.000
H 5.93713 -0.02985 -0.07918 -0.250 -0.130 -0.157 0.000
H 6.92460 2.14375 -0.35453 0.629 0.134 -0.378 0.000
H 6.88273 1.40826 -2.05617 0.232 -0.008 0.340 0.000
H 5.74043 2.65963 -1.53267 -0.012 -0.041 -0.149 0.000
```
Forces are in eV/Å.

Results
* spin multiplicity: 2
* expectation value of S²: 0.75
* gap between HOMO and LUMO (alpha / beta): 3.80 / 8.81 eV
* HOMO (alpha / beta): -2.26 / -7.27 eV
* LUMO level (alpha / beta): 0.0565 / 0.0567 Eh
* charge: -1
* DFT total energy: -5358.7905 a.u.

2.
DFT (wB97M-V/def2-TZVPD) results for a molecular structure, C18H45Mn2O12.

```
77
Properties=species:S:1:pos:R:3:forces:R:3:lowdin_spin:R:1
Mn 4.39824 -1.36987 -1.44885 0.027 0.496 0.120 4.646
Mn 6.84220 -2.59922 -1.13784 -0.899 1.619 -0.344 4.698
O 5.16074 -2.48018 0.07781 0.647 -1.321 1.408 0.121
H 5.09310 -3.20758 0.72653 -0.436 0.768 -0.541 0.015
O 5.29999 -2.69737 -2.60682 0.842 -2.039 -0.890 0.122
H 5.16109 -3.66206 -2.67478 -0.380 0.757 -0.183 0.015
O 6.25108 -0.48992 -1.35585 0.676 0.103 -0.565 0.142
H 6.75721 -0.10598 -2.09811 -0.632 -0.251 0.589 0.009
C 7.20166 3.70040 -2.98244 -0.169 -1.196 0.122 0.000
O 6.17006 3.62625 -3.96862 0.512 0.830 0.396 0.000
C 6.23613 2.56841 -4.89534 -0.650 0.412 -0.318 0.000
C 6.88434 2.82500 -6.26406 0.743 0.642 0.467 0.000
O 8.24826 3.33827 -6.19141 -1.305 -0.043 -0.344 0.000
C 8.28247 4.78937 -6.17028 0.470 -0.605 0.021 0.000
C 8.35946 5.50270 -7.54135 -0.356 0.556 0.590 0.000
O 8.23361 6.86223 -7.18470 0.446 0.123 1.041 0.000
C 8.29592 7.85048 -8.17709 -0.632 -0.068 0.146 0.000
H 8.19851 3.90871 -3.37105 -0.104 0.233 -0.226 0.000
H 7.23811 2.73236 -2.48277 0.268 -0.434 0.001 0.000
H 6.95487 4.35885 -2.14958 -0.318 0.537 -0.611 0.000
H 5.18609 2.37682 -5.11625 -0.245 -0.180 -0.216 0.000
H 6.58411 1.63906 -4.44443 0.558 -0.015 0.217 0.000
H 6.30385 3.46880 -6.92486 -0.237 0.428 0.396 0.000
H 6.78894 1.85954 -6.76094 0.861 -0.240 -0.165 0.000
H 9.19150 5.04102 -5.62398 0.153 -0.035 -0.130 0.000
H 7.48289 5.19293 -5.54907 -0.343 -0.024 -0.354 0.000
H 7.53890 5.27465 -8.22162 -0.059 -0.562 -0.148 0.000
H 9.32557 5.34560 -8.02100 0.038 -0.336 -0.161 0.000
H 8.30070 8.80721 -7.65484 0.199 -0.040 -0.038 0.000
H 7.36065 7.81440 -8.73573 0.052 0.059 -0.561 0.000
H 9.16655 7.77641 -8.82872 0.065 -0.120 -0.072 0.000
C 1.38744 0.26076 -6.39227 -0.835 -0.013 -0.046 0.000
O 1.21291 -0.60139 -5.26491 -1.956 2.611 0.611 0.000
C 2.29815 -1.32484 -4.82149 1.213 -0.666 -1.725 0.001
C 3.58231 -0.58116 -4.42942 -1.577 -0.927 -0.705 0.005
O 3.53425 -0.23157 -3.05218 -0.794 1.025 0.321 0.048
C 2.52057 0.74239 -2.64643 1.553 1.495 -0.114 0.005
C 2.97859 1.45184 -1.30932 -0.149 -1.839 -1.867 0.006
O 3.53993 0.32239 -0.56871 -1.028 1.973 1.888 0.045
C 3.52599 0.54961 0.88815 -0.935 0.611 -0.585 0.006
H 1.75475 1.27314 -6.22417 1.078 -0.205 0.662 0.000
H 0.41241 0.57501 -6.76463 -0.433 -0.851 0.098 0.000
H 1.90084 -0.23575 -7.21569 0.309 -0.042 0.046 0.000
H 2.44955 -1.86609 -5.75542 1.349 -1.102 0.262 0.000
H 2.01886 -2.01689 -4.02702 -0.314 0.122 -0.032 0.001
H 3.67417 0.24491 -5.13460 0.302 0.565 0.482 0.001
H 4.39870 -1.28159 -4.60548 0.168 0.190 0.530 0.000
H 1.49676 0.39617 -2.50486 0.302 -0.945 0.009 0.000
H 2.44307 1.48390 -3.44158 0.101 0.150 -0.069 0.001
H 2.03114 1.91607 -1.03561 -0.117 -0.491 1.324 0.001
H 3.68178 2.28414 -1.33946 0.459 -0.408 -0.458 0.000
H 2.50279 0.33596 1.19721 0.161 -0.473 0.353 0.000
H 3.63366 1.61009 1.11589 0.418 0.111 -0.327 0.001
H 4.28747 0.00150 1.44297 -0.130 -0.324 -0.607 0.000
C 8.39988 -1.90744 -4.02775 0.652 0.488 0.842 0.005
O 8.39994 -2.07274 -2.55937 0.858 -0.239 -0.992 0.041
C 9.62729 -1.55165 -1.94914 -2.011 0.184 -0.591 0.004
C 9.54465 -1.78323 -0.46085 0.902 -1.182 -0.205 0.006
O 8.27046 -1.60857 0.14233 0.382 0.271 -0.122 0.041
C 8.20951 -1.44764 1.56576 1.193 0.151 0.651 0.005
C 8.41182 -2.67892 2.50885 0.380 1.348 -1.293 0.001
O 9.78517 -3.09472 2.69255 -1.207 0.392 -0.548 0.000
C 9.81491 -4.27800 3.46085 -0.105 -0.454 1.028 0.000
H 9.34677 -2.30771 -4.39006 -0.074 -0.063 -0.137 0.001
H 8.37621 -0.83479 -4.22001 0.023 0.063 -0.093 0.000
H 7.56759 -2.36421 -4.56325 -0.110 -0.258 0.812 0.000
H 9.72416 -0.48410 -2.14672 -0.315 0.124 -0.287 0.000
H 10.50481 -2.04366 -2.36865 0.008 -0.192 0.136 0.001
H 10.34467 -1.10541 -0.16316 -0.139 -0.183 1.238 0.001
H 9.76598 -2.83789 -0.29716 0.794 0.044 0.309 0.001
H 7.27613 -0.92044 1.76316 -0.374 -0.701 -0.123 0.000
H 8.93477 -0.70206 1.89164 0.497 0.036 -0.330 0.001
H 7.79640 -3.48550 2.11035 -0.098 -0.359 0.403 0.001
H 8.00649 -2.21127 3.40613 -0.085 -0.766 0.613 0.000
H 9.25193 -5.09965 3.01809 0.043 -0.042 -0.387 0.000
H 9.38763 -4.14119 4.45423 -0.391 0.375 0.126 0.000
H 10.81838 -4.62241 3.71092 0.238 0.345 -0.748 0.000
```
Forces are in eV/Å.

Results
* spin multiplicity: 11
* expectation value of S²: 30.01
* gap between HOMO and LUMO (alpha / beta): 8.27 / 8.37 eV
* relative energy (zero: lowest compared OMol25 entry of this formula, charge and spin): 310.2 kJ/mol
* HOMO (alpha / beta): -10.72 / -11.28 eV
* LUMO level (alpha / beta): -0.0900 / -0.1072 Eh
* charge: +1
* DFT total energy: -3917.3511 a.u.

3.
DFT (wB97M-V/def2-TZVPD) results for 3 unconnected molecules or ions with the total composition C18H46N2O6P.

```
73
Properties=species:S:1:pos:R:3:forces:R:3:mulliken_charge:R:1
C 0.26934 1.09419 4.24617 0.615 0.742 0.079 -1.412
P 0.39820 2.92819 4.13619 0.825 0.223 0.262 1.112
C 1.05020 3.37462 2.45994 -0.762 -0.281 0.686 -1.278
N 1.57247 3.44309 5.30094 -1.497 -0.648 -0.556 -0.702
C -1.19463 3.77642 4.52892 0.309 -0.184 -1.079 -0.887
C -2.39816 3.22836 3.67770 0.647 0.414 1.224 -0.507
C -3.70291 3.62300 4.42108 -0.121 -0.044 -1.037 -0.744
C -4.90147 2.66270 4.16868 0.093 -0.395 0.865 -0.532
N -4.54756 1.47259 3.37212 -0.001 0.722 0.153 -0.618
H -0.13872 0.80265 5.21807 -0.163 0.041 -0.237 0.418
H 1.30175 0.71793 4.19532 -0.173 0.120 -0.005 0.480
H -0.26628 0.65412 3.40247 -0.158 0.204 0.177 0.433
H 2.00761 3.89543 2.51117 -0.152 -0.048 0.284 0.502
H 0.29571 4.02520 2.00470 0.210 -0.165 -0.162 0.383
H 1.16874 2.45532 1.87679 -0.129 0.208 -0.015 0.325
H 1.80387 2.68141 5.93180 0.299 -0.109 -0.102 0.327
H 1.13039 4.13907 5.89557 0.235 0.300 -0.047 0.327
H -1.05996 4.84553 4.31317 0.161 -0.146 0.178 0.405
H -1.37196 3.67393 5.60547 0.098 -0.179 -0.161 0.524
H -2.37886 3.68987 2.68851 0.047 -0.321 0.003 0.285
H -2.24626 2.14975 3.58569 -0.487 0.132 -0.157 0.330
H -3.99720 4.60816 4.03841 0.157 -0.058 0.283 0.304
H -3.49869 3.74446 5.48849 -0.144 -0.178 -0.105 0.420
H -5.73875 3.18760 3.70487 0.249 -0.050 -0.131 0.401
H -5.25782 2.33120 5.15939 -0.103 0.305 -0.225 0.224
H -4.09725 0.82750 4.00635 -0.039 -0.360 -0.131 0.213
H -5.41200 1.04768 3.07310 -0.031 -0.277 -0.130 0.249
C 0.13454 5.13364 -2.83905 0.105 -0.140 -0.109 -0.757
O 0.93041 3.96691 -2.87823 -0.306 -0.107 0.173 -0.281
C 1.43747 3.61579 -1.60484 0.232 -0.038 -0.463 -0.404
C 1.69739 2.12297 -1.51144 -0.103 0.022 0.163 -0.514
O 0.52014 1.34900 -1.30907 0.047 0.116 0.038 -0.388
C -0.35289 1.20301 -2.42934 -0.109 -0.247 0.042 -0.497
C 0.19018 0.28752 -3.50853 -0.011 0.383 -0.311 -0.104
O 1.15348 0.96645 -4.29888 0.251 -0.057 0.279 -0.313
C 2.09961 0.08279 -4.86771 -0.105 0.158 -0.055 -0.734
H 0.72654 6.00133 -2.53172 -0.070 0.076 0.049 0.328
H -0.25620 5.30288 -3.84017 0.082 -0.001 -0.016 0.250
H -0.71441 4.99760 -2.15818 0.025 0.091 0.061 0.312
H 0.73173 3.90632 -0.81601 -0.033 0.002 0.037 0.192
H 2.38163 4.15792 -1.46266 0.030 -0.012 0.260 0.446
H 2.30526 1.94979 -0.61850 -0.006 -0.001 0.022 0.477
H 2.26935 1.76130 -2.36550 -0.067 0.136 -0.145 0.159
H -0.64221 2.17341 -2.83211 0.159 0.018 -0.157 0.172
H -1.25625 0.73941 -2.02627 0.056 -0.036 0.059 0.432
H -0.62555 -0.01945 -4.17405 -0.121 -0.173 0.169 0.479
H 0.62826 -0.60355 -3.04547 -0.020 -0.033 0.033 -0.098
H 2.62953 -0.47265 -4.08559 -0.029 -0.110 -0.036 0.281
H 2.82476 0.68041 -5.41695 -0.066 0.034 -0.021 0.249
H 1.61566 -0.61525 -5.55753 0.072 -0.100 0.024 0.335
C -0.59742 -8.09490 -1.76851 0.155 0.117 0.065 -0.781
O 0.45443 -7.16498 -1.92526 -0.267 0.160 -0.014 -0.267
C 0.67375 -6.82491 -3.28640 0.299 -0.001 0.329 -0.588
C 1.28212 -5.43964 -3.40344 -0.123 -0.054 -0.192 -0.353
O 0.34071 -4.38416 -3.23110 0.041 -0.005 0.117 -0.460
C -0.12849 -4.14975 -1.90947 0.000 0.205 -0.168 -0.499
C 0.91066 -3.51449 -1.00285 -0.091 -0.454 0.246 -0.395
O 1.83455 -4.48925 -0.54379 0.178 0.102 -0.213 -0.294
C 3.09700 -3.93456 -0.24534 -0.169 -0.174 0.017 -0.752
H -0.35540 -9.04506 -2.25402 -0.108 -0.052 -0.032 0.329
H -0.73684 -8.26260 -0.70195 0.083 -0.026 -0.004 0.231
H -1.53125 -7.69251 -2.17764 -0.016 -0.104 -0.078 0.337
H -0.26644 -6.85467 -3.84743 -0.008 0.020 -0.033 0.359
H 1.36875 -7.56100 -3.70893 -0.044 0.028 -0.220 0.412
H 1.64934 -5.32644 -4.42542 -0.065 0.021 -0.024 0.406
H 2.13677 -5.32015 -2.73769 -0.055 -0.132 0.149 0.141
H -0.54854 -5.05650 -1.47392 0.195 -0.059 0.156 0.198
H -0.95069 -3.43860 -2.02400 0.043 0.044 -0.043 0.461
H 0.41625 -3.08582 -0.12075 -0.098 0.205 -0.095 0.435
H 1.42902 -2.71670 -1.54670 -0.014 0.024 -0.040 0.201
H 3.52538 -3.44905 -1.12927 0.026 0.110 0.048 0.313
H 3.75596 -4.74768 0.05346 -0.051 -0.011 0.041 0.252
H 3.02210 -3.21409 0.57720 0.093 0.088 -0.021 0.311
```
Forces are in eV/Å.

Results
* gap between HOMO and LUMO: 7.99 eV
* HOMO: -10.60 eV
* LUMO level: -0.0959 Eh
* charge: +1
* DFT total energy: -1615.3876 a.u.

Computed strongest force on any atom, in the same sequence as the records: 9.1, 3.3, 1.7 eV/Å.